(1)
DFT (ωB97M-V/def2-TZVPD) results for a structure of composition C33H32BrF6N5NaO8PS4.

Multiplicity: 1
Energy above the lowest of the compared OMol25 structures with the same formula, charge and spin: 64.73 kcal per mole
Frontier orbital gap: 6.452 eV
Net charge: -2
Highest occupied orbital energy: -2.729 eV

The geometry in XYZ format:
```
91
Properties=species:S:1:pos:R:3:forces:R:3:lowdin_charge:R:1
Na -0.0210 -0.5625 0.6588 0.012 0.663 -1.155 0.11
C -1.3145 2.1300 7.4591 0.057 -0.044 -0.200 -0.07
C -1.6521 1.9541 5.9936 0.007 0.005 0.082 -0.29
C -2.3227 2.9498 5.2825 0.018 -0.039 -0.015 -0.06
C -2.5902 2.8069 3.9276 0.032 0.093 0.019 -0.06
C -2.1765 1.6666 3.2537 0.167 -0.330 0.265 -0.25
C -1.5073 0.6671 3.9525 -0.128 0.109 0.044 -0.07
C -1.2550 0.8082 5.3134 -0.033 0.020 -0.110 -0.04
S -2.5188 1.4723 1.5011 -0.152 -0.150 -0.043 0.53
O -1.7517 2.5396 0.8691 0.198 0.107 0.059 -0.40
O -3.9567 1.6776 1.4260 -0.339 -0.192 0.026 -0.34
N -1.9934 0.0873 1.0523 -1.215 0.577 0.651 -0.25
C -2.8450 -1.0842 1.2994 0.300 0.125 -0.269 -0.18
C -2.2518 -2.3294 0.5805 0.044 -0.280 -0.216 -0.62
O -2.9933 -3.3396 0.4710 0.409 0.601 0.082 -0.06
O -1.0535 -2.2189 0.1652 -1.632 -0.981 0.142 -0.11
H -1.9139 2.9214 7.9153 0.030 -0.038 -0.024 0.06
H -0.2565 2.3930 7.5731 -0.109 0.002 0.028 0.08
H -1.4816 1.2031 8.0145 -0.005 0.064 -0.017 0.07
H -2.6352 3.8537 5.7998 0.015 -0.040 -0.022 0.10
H -3.1057 3.5888 3.3778 0.016 -0.100 0.059 0.11
H -1.1721 -0.2176 3.4208 -0.045 0.078 0.045 0.09
H -0.7144 0.0253 5.8414 -0.049 0.073 -0.065 0.11
H -3.8644 -0.9233 0.9490 -0.106 -0.064 -0.073 0.10
H -2.9186 -1.3308 2.3692 -0.009 -0.069 -0.004 0.11
F 3.6499 2.4915 3.6746 0.087 -0.039 -0.310 0.09
C 3.3893 1.9119 2.4781 -0.121 0.238 0.387 -0.68
F 3.4830 2.8605 1.5429 0.029 -0.031 -0.032 0.11
F 4.3318 1.0025 2.2905 0.071 -0.039 -0.184 0.10
S 1.6516 1.2229 2.5878 0.178 -0.110 -0.533 0.61
O 1.0866 1.0586 1.2589 1.237 1.267 1.551 -0.39
O 1.0842 2.1950 3.4660 -0.293 -0.304 0.082 -0.25
N 1.9450 -0.1559 3.3192 -0.061 -0.014 -0.419 -0.27
S 2.2694 -1.4974 2.5198 0.091 0.105 -0.268 0.59
O 1.4635 -1.7408 1.3431 1.346 -0.642 1.231 -0.37
O 3.6671 -1.8330 2.4614 -0.185 0.079 -0.021 -0.29
C 1.6186 -2.6658 3.7597 -0.270 0.329 0.325 -0.68
F 2.3184 -2.5721 4.9011 -0.109 -0.142 0.006 0.12
F 1.7268 -3.9076 3.2989 -0.031 -0.157 0.055 0.12
F 0.3337 -2.4102 4.0331 0.161 -0.212 0.001 0.13
C -0.8302 3.6897 -1.8434 -0.036 0.022 0.326 -0.27
P -0.7484 1.8717 -1.5249 -0.282 -0.356 -1.112 1.08
C -0.1392 1.4329 -3.2647 0.201 -0.034 0.038 -0.35
C -0.9339 1.2410 -4.4015 0.073 0.011 0.038 -0.09
C -0.3722 0.8757 -5.6220 0.123 0.032 0.134 -0.11
C 1.0032 0.6957 -5.7403 -0.116 0.025 0.137 -0.12
C 1.8104 0.8892 -4.6259 -0.110 0.077 0.049 -0.11
C 1.2427 1.2520 -3.4072 -0.071 0.084 0.005 -0.13
C -2.5065 1.3914 -1.8560 0.072 -0.196 0.114 -0.39
C -3.5611 2.2782 -2.0120 -0.108 0.035 -0.102 -0.10
C -4.8570 1.8131 -2.2427 0.103 -0.113 0.043 -0.10
C -5.1127 0.4512 -2.3023 0.168 0.023 -0.017 -0.10
C -4.0617 -0.4536 -2.1441 0.016 0.096 -0.035 -0.07
C -2.7769 0.0163 -1.9225 0.052 0.131 0.132 -0.11
H -1.3588 4.1493 -1.0036 0.080 -0.020 -0.087 0.03
H -1.3388 3.9053 -2.7843 0.021 0.051 -0.001 0.03
H 0.1875 4.0862 -1.8767 -0.056 -0.054 -0.018 0.03
H -2.0094 1.3644 -4.3309 0.033 -0.015 0.009 0.10
H -1.0104 0.7254 -6.4846 -0.038 -0.010 -0.011 0.09
H 1.4342 0.3958 -6.6875 0.021 -0.006 -0.025 0.09
H 2.8832 0.7422 -4.6983 -0.021 -0.009 0.022 0.09
H 1.8784 1.3684 -2.5330 -0.024 -0.056 -0.091 0.03
H -3.3917 3.3470 -1.9412 -0.017 -0.073 0.033 0.09
H -5.6707 2.5204 -2.3541 0.005 0.021 0.036 0.09
H -6.1250 0.0905 -2.4467 0.015 0.011 -0.017 0.09
H -4.2476 -1.5246 -2.1645 0.033 0.110 0.061 0.10
H -1.9696 -0.6922 -1.7493 -0.146 0.109 0.030 0.08
Br 1.8419 -4.7282 -0.0423 -0.086 0.014 -0.098 0.75
C 0.5829 -3.8998 -1.2376 0.234 0.081 -0.608 -0.72
C -0.6654 -4.4739 -1.3851 -0.030 -0.122 0.017 -0.12
C -1.5270 -3.8735 -2.2816 -0.005 -0.114 -0.051 -0.07
C -1.1109 -2.7473 -2.9761 0.034 -0.027 -0.101 -0.08
C 0.1659 -2.2665 -2.7507 0.333 -0.180 0.178 -0.12
N 1.0266 -2.8574 -1.9012 -0.190 -0.041 0.017 0.06
H -0.9706 -5.3137 -0.7799 -0.010 0.047 0.011 0.10
H -2.5276 -4.2666 -2.4072 0.009 0.031 0.058 0.11
H -1.7690 -2.2318 -3.6677 0.070 -0.044 0.065 0.10
H 0.5372 -1.3852 -3.2703 -0.042 -0.107 0.094 0.10
C 5.8609 0.8909 -2.1634 -0.120 -0.238 -0.030 -0.05
N 5.4066 -0.4737 -1.9606 0.236 0.100 -0.052 -0.13
C 6.0424 -1.6418 -2.3968 0.039 0.517 -0.041 -0.08
C 5.3172 -2.6780 -1.9472 -0.416 -0.038 0.261 -0.09
N 4.2463 -2.1440 -1.2507 0.205 -0.263 0.085 0.08
C 4.2839 -0.7865 -1.2381 0.059 -0.274 -0.112 -0.74
S 3.1821 0.2132 -0.4958 0.342 0.232 -0.510 0.79
H 6.9466 0.8973 -2.2706 -0.061 -0.012 0.011 0.08
H 5.5598 1.4812 -1.2980 0.022 -0.044 -0.009 0.07
H 5.3996 1.3364 -3.0492 0.028 -0.051 0.027 0.08
H 6.9429 -1.6227 -2.9911 -0.115 0.048 0.093 0.10
H 5.4670 -3.7381 -2.0627 -0.066 0.082 0.022 0.11
H 3.5275 -2.6482 -0.7454 -0.075 -0.012 -0.179 0.07
```
Forces are in eV/Å.

---

(2)
DFT (ωB97M-V/def2-TZVPD) results for a structure of composition C33H32Cl3LaN4O7S.

Multiplicity: 1
Energy above the lowest of the compared OMol25 structures with the same formula, charge and spin: 7.91 kcal per mole
Frontier orbital gap (spin up / spin down): 4.080 / 3.502 eV
Net charge: -2
Highest occupied orbital energy (spin up / spin down): -0.272 / 0.304 eV

The geometry in XYZ format:
```
81
Properties=species:S:1:pos:R:3:forces:R:3:lowdin_charge:R:1
La 0.6347 0.2912 0.9314 -0.621 0.768 0.556 1.96
O 1.6773 -1.6788 4.7531 -0.035 0.097 0.146 0.00
C 1.5969 -0.8899 3.8114 -0.085 -0.567 -0.866 -0.49
N 1.7474 -1.2666 2.4308 0.172 0.407 0.694 -0.08
C 2.1121 -2.5415 2.1064 0.033 -0.325 -0.104 -0.50
O 1.8408 -3.5790 2.6988 -0.009 0.078 0.009 0.04
C 3.0310 -2.6532 0.9030 -0.044 0.133 0.063 -0.18
C 4.1500 -3.4231 1.0443 0.083 -0.031 -0.002 -0.06
C 5.1625 -3.4723 0.0623 -0.083 0.001 0.132 -0.13
C 4.9904 -2.6259 -1.0552 0.007 0.092 -0.121 -0.13
C 3.8506 -1.9011 -1.2000 -0.077 -0.026 0.004 -0.12
N 2.8100 -1.9385 -0.2765 -0.142 0.063 -0.047 -0.10
C 1.3523 0.5300 4.0079 0.069 0.209 0.076 -0.26
C 0.9396 0.9885 5.2868 0.082 -0.262 0.007 -0.06
C 0.7926 2.3139 5.5529 0.016 0.154 -0.140 -0.12
C 1.0909 3.2518 4.5090 -0.035 -0.141 0.124 -0.12
C 1.4650 2.7490 3.2931 0.098 0.141 -0.350 -0.22
N 1.6163 1.4504 2.9834 -0.220 -0.307 0.235 -0.13
H 4.2358 -3.9683 1.9752 0.026 -0.014 -0.015 0.11
H 6.0593 -4.0571 0.2073 0.010 -0.006 -0.027 0.07
H 5.7550 -2.5228 -1.8173 0.017 -0.037 0.021 0.08
H 3.6670 -1.2508 -2.0454 0.061 -0.017 -0.027 0.11
H 0.7503 0.2243 6.0309 -0.015 0.035 0.005 0.10
H 0.4360 2.6612 6.5153 0.018 -0.049 0.029 0.08
H 0.9579 4.3152 4.6468 0.036 0.018 -0.046 0.07
H 1.6570 3.4329 2.4673 -0.029 0.035 0.023 0.10
Cl 4.8180 5.6167 -2.8164 0.001 -0.020 0.014 0.60
C 3.5995 4.4740 -2.2891 0.043 0.057 -0.033 -0.69
C 3.9154 3.5229 -1.3335 -0.089 0.018 -0.057 -0.14
C 2.9326 2.6377 -0.9456 0.054 -0.013 0.028 -0.54
Cl 3.2863 1.4673 0.2942 0.472 0.187 -0.183 0.76
C 1.6094 2.6226 -1.4581 0.060 -0.007 0.003 -0.50
O 0.7367 1.7703 -1.0705 -0.082 0.005 0.057 -0.29
C 1.3690 3.6378 -2.4148 -0.036 -0.008 -0.070 -0.57
Cl -0.2279 3.7568 -3.1013 0.019 -0.027 0.032 0.70
C 2.3289 4.5408 -2.8301 0.025 -0.038 0.028 -0.16
H 4.9012 3.4738 -0.8943 0.010 0.000 0.002 0.10
H 2.0801 5.2883 -3.5695 0.007 0.013 0.003 0.10
C -2.6671 1.2098 -4.6437 0.018 -0.020 -0.017 -0.05
C -3.2192 0.7064 -3.3379 0.004 0.029 -0.051 -0.25
C -4.4838 0.1193 -3.2990 0.025 -0.008 0.064 -0.04
C -5.0018 -0.3925 -2.1204 0.023 0.015 -0.060 -0.05
C -4.2303 -0.3259 -0.9705 -0.121 -0.031 0.079 -0.28
C -2.9742 0.2615 -0.9888 0.127 -0.025 0.084 -0.07
C -2.4727 0.7940 -2.1653 -0.080 -0.063 -0.046 -0.01
S -4.8140 -1.0586 0.5280 0.178 -0.088 -0.069 0.64
O -5.9684 -1.8761 0.2612 -0.015 -0.014 -0.018 -0.32
O -3.6698 -1.6601 1.1583 -0.082 -0.014 -0.026 -0.29
N -5.3810 0.2342 1.3741 0.010 0.035 0.031 -0.14
C -4.4589 1.3323 1.7060 0.023 0.061 -0.038 -0.22
C -3.3355 1.0539 2.7155 -0.063 0.133 -0.101 -0.10
C -2.2566 2.1014 2.4007 0.132 0.114 0.082 -0.68
O -2.4577 3.2623 2.7417 -0.065 -0.048 0.019 0.02
O -1.2653 1.6815 1.7002 -0.011 -0.539 -0.240 -0.26
H -3.4272 1.7569 -5.2041 0.008 0.012 -0.010 0.08
H -2.3385 0.3725 -5.2644 -0.012 -0.006 0.005 0.08
H -1.8076 1.8587 -4.4895 -0.004 0.015 0.027 0.03
H -5.0668 0.0559 -4.2110 -0.007 0.000 -0.007 0.11
H -5.9770 -0.8595 -2.0919 0.002 -0.006 0.045 0.11
H -2.3932 0.3091 -0.0735 -0.054 0.045 -0.053 0.09
H -1.4964 1.2661 -2.1609 0.025 0.003 -0.016 0.08
H -5.9065 -0.1190 2.1666 -0.060 -0.013 -0.023 0.11
H -5.0774 2.1630 2.0447 0.028 -0.018 0.064 0.12
H -4.0278 1.6677 0.7629 -0.017 -0.001 0.005 0.11
H -2.9491 0.0446 2.5992 0.012 0.021 -0.025 0.09
H -3.7044 1.1869 3.7336 0.038 0.010 0.003 0.11
C -0.7494 -2.8028 -0.6785 -0.085 -0.092 0.026 -0.08
C 0.6456 -2.7892 -1.3174 -0.186 0.057 0.119 -0.60
C 1.3015 -4.1419 -1.0458 0.038 -0.077 0.014 -0.05
C 0.4788 -2.6131 -2.8302 0.034 0.039 -0.081 -0.08
C 1.4395 -1.5865 -0.7193 0.333 -0.158 -0.069 -0.31
H -1.3750 -3.6297 -1.0381 0.041 0.012 -0.039 0.08
H -1.2943 -1.8795 -0.9011 0.024 0.035 -0.002 0.05
H -0.6716 -2.9041 0.4079 0.021 0.008 -0.004 0.08
H 0.7119 -4.9359 -1.5176 -0.004 0.005 -0.008 0.08
H 1.3573 -4.3557 0.0233 -0.015 0.012 -0.009 0.08
H 2.3182 -4.1859 -1.4435 -0.007 -0.007 -0.022 0.08
H -0.1494 -3.3992 -3.2643 -0.010 -0.020 0.013 0.07
H 1.4511 -2.6360 -3.3313 0.005 -0.016 0.019 0.08
H 0.0117 -1.6489 -3.0554 -0.008 0.008 0.014 0.07
H 1.6238 -0.8858 -1.5548 -0.062 -0.020 0.119 0.06
```
Forces are in eV/Å.

---

(3)
DFT (ωB97M-V/def2-TZVPD) results for a cluster of 6 separate species, C33H32ClN5O13P2S in total.

Multiplicity: 1
SMILES: O=C(Cl)CP(COO)[PH2]=S.O=[N+]([O-])c1ccccc1.O=[N+]([O-])c1ccccc1.O=[N+]([O-])c1ccccc1.O=[N+]([O-])c1ccccc1.O=[N+]([O-])c1ccccc1
Energy above the lowest of the compared OMol25 structures with the same formula, charge and spin: 84.05 kcal per mole
Frontier orbital gap: 7.809 eV
Net charge: 0
Highest occupied orbital energy: -8.517 eV

The geometry in XYZ format:
```
87
Properties=species:S:1:pos:R:3:forces:R:3:lowdin_charge:R:1
O -1.8588 -2.3903 7.3747 -7.436 -0.826 -5.685 -0.14
C -2.9504 -2.5586 6.5811 5.637 0.494 4.002 -0.60
Cl -4.2111 -3.7944 7.2515 1.496 1.770 -1.302 0.54
C -3.1577 -1.8027 5.1409 0.611 -0.916 0.862 -0.35
P -3.5527 0.0878 5.3021 -1.075 -0.555 -0.533 0.77
C -5.1319 0.3119 6.4012 -1.257 0.335 -0.134 -0.34
O -5.8066 -1.0067 6.6464 3.248 2.307 2.813 -0.30
O -6.5970 -1.2824 5.6192 -1.676 -1.558 -4.039 -0.09
P -1.7851 0.9619 6.2306 2.405 0.493 -0.407 0.08
S -0.7809 1.8500 4.7694 -0.466 -0.332 0.409 -0.03
H -3.9991 -2.2746 4.4638 1.860 0.773 1.532 0.09
H -2.0986 -1.8424 4.5912 -2.384 0.017 1.155 0.12
H -5.9060 0.9267 5.7476 1.740 -1.179 1.331 0.11
H -4.9302 0.9109 7.3866 -0.473 -1.559 -1.642 0.11
H -6.1101 -1.8946 4.9689 -0.606 1.095 1.498 0.12
H -0.8827 -0.0450 6.7758 -1.191 0.576 0.212 -0.05
H -2.0486 1.9349 7.2599 -0.354 -0.957 -0.133 -0.05
C 4.0896 -0.6305 1.5249 -0.109 0.023 -0.045 -0.08
C 3.5119 -1.8593 1.8480 -0.281 0.301 -0.120 -0.07
C 2.1307 -2.0330 1.7410 -0.002 0.052 -0.013 0.00
C 1.3343 -0.9659 1.3030 0.969 0.119 0.077 -0.14
C 1.9108 0.2711 0.9853 -0.021 -0.024 0.011 0.01
C 3.2929 0.4337 1.0990 -0.181 -0.403 0.088 -0.05
N -0.1152 -1.1500 1.1641 -1.192 0.135 -0.194 -0.32
O -0.5896 -2.2533 1.4730 0.508 1.446 -0.346 0.04
O -0.7810 -0.1935 0.7421 0.923 -1.519 0.631 0.05
H 5.1677 -0.5016 1.6045 -0.235 -0.016 0.039 0.11
H 4.1393 -2.6835 2.1807 -0.168 0.142 -0.058 0.11
H 1.6958 -2.9969 1.9965 -0.085 0.321 -0.129 0.12
H 1.3040 1.1092 0.6489 -0.010 -0.346 0.071 0.11
H 3.7503 1.3892 0.8518 -0.168 -0.196 0.050 0.11
C -3.1625 0.1085 -4.1731 0.176 0.079 0.073 -0.06
C -2.0764 -0.2757 -4.9612 0.092 0.208 0.261 -0.06
C -0.7821 0.1067 -4.6034 0.009 0.013 0.054 0.00
C -0.5856 0.8734 -3.4465 -0.960 -0.268 -0.252 -0.14
C -1.6749 1.2669 -2.6577 0.051 -0.001 -0.016 0.00
C -2.9649 0.8809 -3.0273 0.253 -0.180 -0.188 -0.07
N 0.7749 1.2569 -3.0511 1.117 0.287 0.333 -0.32
O 1.7104 0.9055 -3.7853 -1.243 0.536 1.074 0.05
O 0.9106 1.9061 -2.0041 -0.089 -0.886 -1.489 0.05
H -4.1693 -0.1968 -4.4531 0.201 0.063 0.060 0.11
H -2.2386 -0.8764 -5.8536 0.147 0.121 0.174 0.11
H 0.0537 -0.2008 -5.2280 -0.115 0.157 0.261 0.10
H -1.5372 1.8661 -1.7601 0.154 -0.185 -0.239 0.12
H -3.8167 1.1788 -2.4199 0.279 -0.042 -0.106 0.10
C -3.3087 6.0176 -6.7804 -0.043 -0.073 0.114 -0.07
C -4.6911 5.8285 -6.7407 0.221 -0.155 0.313 -0.07
C -5.2734 5.1444 -5.6719 0.062 -0.005 0.041 0.00
C -4.4588 4.6556 -4.6413 0.422 0.496 -0.774 -0.14
C -3.0700 4.8373 -4.6825 -0.057 -0.006 -0.004 0.00
C -2.4988 5.5206 -5.7579 -0.416 -0.054 0.010 -0.06
N -5.0675 3.9579 -3.5025 -0.613 -0.598 1.019 -0.31
O -6.2975 3.8005 -3.5120 1.818 0.176 0.038 0.06
O -4.3177 3.5700 -2.5951 -1.132 0.619 -1.271 0.05
H -2.8598 6.5566 -7.6130 -0.093 -0.122 0.172 0.11
H -5.3156 6.2176 -7.5421 0.093 -0.113 0.204 0.11
H -6.3522 5.0054 -5.6557 0.300 -0.065 0.197 0.12
H -2.4254 4.4588 -3.8919 -0.340 0.011 -0.093 0.12
H -1.4219 5.6694 -5.7975 -0.231 -0.068 0.063 0.11
C 3.5933 -2.5168 8.4866 0.035 0.067 -0.102 -0.07
C 4.8345 -2.8959 7.9729 -0.203 0.305 -0.192 -0.07
C 5.3568 -2.2455 6.8533 -0.056 0.055 -0.006 0.00
C 4.6263 -1.2090 6.2559 -0.369 -0.490 0.811 -0.14
C 3.3765 -0.8315 6.7649 0.048 -0.008 -0.014 0.00
C 2.8632 -1.4913 7.8833 0.385 -0.111 -0.155 -0.06
N 5.1815 -0.5043 5.0941 0.372 0.762 -1.071 -0.32
O 6.2813 -0.8802 4.6620 -1.527 0.513 0.524 0.05
O 4.5210 0.4284 4.6147 1.042 -1.413 0.700 0.06
H 3.1927 -3.0231 9.3632 0.076 0.100 -0.193 0.11
H 5.3969 -3.6971 8.4477 -0.086 0.182 -0.147 0.11
H 6.3255 -2.5527 6.4651 -0.263 0.245 -0.052 0.12
H 2.7967 -0.0322 6.3081 0.298 -0.158 -0.052 0.12
H 1.8953 -1.2035 8.2878 0.195 -0.036 -0.134 0.11
C 5.2896 -2.1555 -6.5099 -0.148 0.001 -0.020 -0.07
C 4.7119 -3.3843 -6.1867 -0.262 0.301 -0.127 -0.07
C 3.3307 -3.5580 -6.2937 -0.008 0.061 -0.030 0.00
C 2.5343 -2.4909 -6.7318 1.004 0.121 0.072 -0.14
C 3.1108 -1.2538 -7.0495 -0.005 -0.061 0.011 0.00
C 4.4929 -1.0913 -6.9358 -0.179 -0.374 0.086 -0.06
N 1.0848 -2.6749 -6.8707 -1.242 -0.393 -0.037 -0.32
O 0.6104 -3.7782 -6.5618 0.666 1.725 -0.486 0.07
O 0.4190 -1.7184 -7.2927 0.822 -1.280 0.604 0.04
H 6.3677 -2.0265 -6.4303 -0.231 -0.022 -0.005 0.11
H 5.3393 -4.2085 -5.8541 -0.191 0.154 -0.062 0.11
H 2.8958 -4.5218 -6.0382 -0.089 0.331 -0.122 0.12
H 2.5040 -0.4157 -7.3859 -0.013 -0.344 0.114 0.12
H 4.9503 -0.1358 -7.1830 -0.161 -0.188 0.056 0.11
```
Forces are in eV/Å.